a | {
  "formula": "C3H10NOS",
  "method": "the ωB97M-V functional and the def2-TZVPD basis",
  "total_charge": -1,
  "spin_multiplicity": 1,
  "homo_lumo_gap_ev": 6.018,
  "species": ["C", "S", "C", "H", "H", "H", "H", "H", "H", "N", "C", "O", "H", "H", "H", "H"],
  "coordinates": [[1.634, -0.212, 1.746], [2.827, -0.277, 0.336], [1.643, -0.339, -0.936], [1.470, 0.850, 1.856], [2.126, -0.624, 2.636], [0.789, -0.868, 1.577], [0.866, -1.086, -0.760], [1.049, 0.582, -0.961], [2.076, -0.451, -1.931], [-1.787, 0.569, -1.376], [-2.187, 0.430, 0.080], [-1.243, -0.176, 0.801], [-1.145, -0.200, -1.535], [-2.542, 0.438, -2.038], [-2.420, 1.466, 0.426], [-3.157, -0.103, 0.079]],
  "nbo_charge": [-0.706, 0.118, -0.794, 0.216, 0.190, 0.275, 0.237, 0.239, 0.206, -0.922, 0.152, -0.962, 0.340, 0.317, 0.057, 0.037]
}



b | {
  "formula": "C3H10NOS",
  "method": "the ωB97M-V functional and the def2-TZVPD basis",
  "total_charge": -1,
  "spin_multiplicity": 1,
  "homo_lumo_gap_ev": 6.390,
  "species": ["C", "S", "C", "H", "H", "H", "H", "H", "H", "N", "C", "O", "H", "H", "H", "H"],
  "coordinates": [[0.834, -0.880, -1.630], [2.059, -0.604, -0.193], [1.498, 0.780, 0.716], [-0.001, -0.533, -1.102], [1.231, -0.079, -2.391], [0.765, -1.804, -2.209], [2.442, 1.592, 0.658], [1.117, 0.431, 1.811], [0.593, 1.309, 0.395], [-3.205, 0.251, 0.973], [-1.646, 0.136, 0.756], [-1.377, 0.804, -0.426], [-3.850, -0.434, 0.594], [-3.437, 1.103, 0.585], [-1.314, -1.009, 0.695], [-1.146, 0.677, 1.593]],
  "nbo_charge": [-0.713, 0.092, -0.829, 0.286, 0.189, 0.207, 0.200, 0.222, 0.303, -0.942, 0.111, -0.975, 0.332, 0.345, 0.075, 0.099]
}



Last place for stability: b



a | {
  "formula": "C3H10NOS",
  "method": "the ωB97M-V functional and the def2-TZVPD basis",
  "total_charge": -1,
  "spin_multiplicity": 1,
  "homo_lumo_gap_ev": 6.336,
  "species": ["C", "N", "C", "C", "S", "H", "H", "H", "H", "H", "H", "H", "H", "H", "H", "O"],
  "coordinates": [[2.782, -0.437, -0.195], [1.479, -0.338, -0.853], [0.331, -0.958, -0.247], [-1.025, -0.183, -0.125], [-2.218, -0.774, 1.100], [2.702, -1.382, 0.383], [3.573, -0.282, -0.971], [2.916, 0.421, 0.448], [1.352, 0.292, -1.621], [0.572, -1.202, 0.814], [0.093, -1.949, -0.639], [-0.647, 0.785, 0.238], [-1.419, -0.054, -1.151], [-3.804, 2.569, 0.504], [-3.066, 1.380, 0.971], [-3.621, 2.114, 1.345]],
  "nbo_charge": [-0.398, -0.682, -0.231, -0.541, -0.671, 0.203, 0.177, 0.161, 0.363, 0.182, 0.151, 0.169, 0.162, 0.436, 0.498, -0.978]
}



b | {
  "formula": "C3H10NOS",
  "method": "the ωB97M-V functional and the def2-TZVPD basis",
  "total_charge": -1,
  "spin_multiplicity": 1,
  "homo_lumo_gap_ev": 5.935,
  "species": ["C", "S", "C", "H", "H", "H", "H", "H", "H", "N", "C", "O", "H", "H", "H", "H"],
  "coordinates": [[1.049, 0.628, -1.673], [1.865, 2.043, -0.824], [1.961, 1.242, 0.823], [1.445, -0.291, -1.183], [1.286, 0.523, -2.689], [-0.036, 0.589, -1.502], [1.020, 1.266, 1.334], [2.535, 0.325, 0.753], [2.525, 1.945, 1.437], [-1.448, -2.069, 0.595], [-2.510, -0.800, 0.450], [-2.012, 0.408, -0.101], [-0.779, -1.960, -0.214], [-0.725, -2.057, 1.355], [-3.323, -1.218, -0.093], [-2.852, -0.574, 1.531]],
  "nbo_charge": [-0.745, 0.122, -0.726, 0.198, 0.198, 0.289, 0.241, 0.206, 0.201, -0.972, 0.133, -0.968, 0.328, 0.322, 0.100, 0.074]
}



Last place for stability: b



a | {
  "formula": "C3H8N2O2",
  "method": "the ωB97M-V functional and the def2-TZVPD basis",
  "spin_multiplicity": 3,
  "homo_lumo_gap_ev": [6.408, 7.336],
  "species": ["C", "C", "C", "N", "N", "O", "O", "H", "H", "H", "H", "H", "H", "H", "H"],
  "coordinates": [[1.147, -1.584, 0.224], [-2.478, 0.237, -0.252], [2.018, 0.660, 0.235], [-3.145, -0.804, 0.128], [2.007, -0.706, 0.576], [-1.499, 0.810, 0.477], [0.982, 1.168, -0.729], [1.280, -2.517, 0.851], [0.424, -1.540, -0.544], [-2.695, 0.532, -1.348], [3.040, 1.054, -0.214], [1.874, 1.368, 1.146], [-3.032, -0.939, 1.118], [-1.016, 1.431, 0.007], [1.091, 0.830, -1.674]],
  "nbo_charge": [-0.418, 0.389, 0.042, -0.699, -0.172, -0.681, -0.752, 0.225, 0.232, 0.150, 0.169, 0.191, 0.336, 0.500, 0.487]
}



b | {
  "formula": "C3H8N2O2",
  "method": "the ωB97M-V functional and the def2-TZVPD basis",
  "spin_multiplicity": 3,
  "homo_lumo_gap_ev": [6.707, 8.784],
  "species": ["C", "C", "C", "N", "N", "O", "O", "H", "H", "H", "H", "H", "H", "H", "H"],
  "coordinates": [[-1.717, 1.123, -0.095], [1.857, 0.235, 0.965], [0.772, -0.964, -0.943], [-2.535, 0.043, 0.020], [-2.659, -1.075, -0.115], [-0.316, -1.519, -0.330], [1.283, 0.237, -0.307], [-1.618, 1.617, 0.868], [-2.346, 1.797, -0.527], [-0.796, 0.642, -0.440], [2.784, -0.267, 0.793], [1.268, -0.448, 1.790], [1.874, 1.205, 1.234], [1.449, -1.879, -0.854], [0.700, -0.747, -2.059]],
  "nbo_charge": [-0.496, -0.230, 0.123, -0.134, -0.058, -0.280, -0.570, 0.226, 0.235, 0.229, 0.173, 0.164, 0.191, 0.217, 0.209]
}



Last place for stability: b



a | {
  "formula": "C3H3ClN2S",
  "method": "the ωB97M-V functional and the def2-TZVPD basis",
  "spin_multiplicity": 3,
  "homo_lumo_gap_ev": [8.119, 6.744],
  "species": ["C", "C", "C", "N", "N", "S", "Cl", "H", "H", "H"],
  "coordinates": [[2.312, 0.253, -0.631], [1.140, -0.464, -0.408], [-1.655, -0.321, 0.106], [3.239, 0.871, -0.902], [-0.716, 2.296, 0.582], [-0.151, 0.878, 0.613], [1.218, -1.949, 0.449], [-2.417, 0.103, -0.433], [-1.827, -0.609, 1.163], [-1.143, -1.058, -0.539]],
  "nbo_charge": [0.122, -0.309, -0.662, -0.245, -0.549, 0.872, 0.071, 0.227, 0.235, 0.238]
}



b | {
  "formula": "C3H3ClN2S",
  "method": "the ωB97M-V functional and the def2-TZVPD basis",
  "spin_multiplicity": 3,
  "homo_lumo_gap_ev": [5.860, 6.908],
  "species": ["C", "C", "C", "N", "N", "S", "Cl", "H", "H", "H"],
  "coordinates": [[0.553, 0.492, 1.241], [0.812, -0.049, -0.948], [1.492, 0.560, 0.106], [-0.040, 0.382, 2.225], [-0.125, -0.302, -1.642], [-2.792, -1.917, 0.737], [-2.727, -0.372, -0.486], [1.567, 1.550, -0.210], [2.445, 0.152, 0.321], [-1.184, -0.497, -1.343]],
  "nbo_charge": [0.268, 0.284, -0.601, -0.332, -0.600, 0.152, -0.048, 0.284, 0.271, 0.322]
}



Last place for stability: a



a | {
  "formula": "C9H10",
  "method": "the ωB97M-V functional and the def2-TZVPD basis",
  "spin_multiplicity": 1,
  "homo_lumo_gap_ev": [9.742, 4.968],
  "species": ["C", "C", "C", "C", "C", "C", "C", "C", "C", "H", "H", "H", "H", "H", "H", "H", "H", "H", "H"],
  "coordinates": [[-3.087, 0.077, -0.042], [-3.764, 0.507, 0.861], [-2.098, -0.353, -1.133], [1.053, 1.187, 0.719], [-0.703, -0.043, -0.710], [-0.418, 0.996, 0.430], [1.310, -0.341, 0.895], [-0.190, -0.432, 0.602], [2.230, -1.069, -0.082], [-2.288, -1.355, -1.144], [-2.255, 0.017, -2.068], [1.575, 1.565, -0.238], [1.031, 1.874, 1.670], [0.085, -0.102, -1.558], [-1.339, 1.532, 0.644], [1.527, -0.556, 1.899], [1.938, -2.004, 0.035], [3.285, -0.937, 0.187], [2.109, -0.565, -0.968]],
  "nbo_charge": [-0.149, 0.035, -0.464, -0.381, -0.261, -0.267, -0.249, 0.089, -0.598, 0.253, 0.235, 0.210, 0.239, 0.202, 0.260, 0.220, 0.214, 0.209, 0.201]
}



b | {
  "formula": "C9H10",
  "method": "the ωB97M-V functional and the def2-TZVPD basis",
  "spin_multiplicity": 1,
  "homo_lumo_gap_ev": 7.148,
  "species": ["C", "C", "C", "C", "C", "C", "C", "C", "C", "H", "H", "H", "H", "H", "H", "H", "H", "H", "H"],
  "coordinates": [[2.694, -0.682, -0.019], [2.748, 0.589, -0.563], [1.355, -0.940, 0.589], [-0.768, 0.760, 0.891], [-0.594, -0.282, -0.931], [1.481, 1.181, -0.573], [0.508, 0.171, 0.029], [-1.611, 0.134, -0.235], [-3.074, 0.178, -0.360], [3.587, -1.235, 0.049], [3.639, 1.081, -0.898], [0.853, -1.899, 0.370], [1.465, -0.980, 1.686], [-0.830, 0.200, 1.751], [-0.901, 1.805, 1.049], [-0.559, -0.698, -1.855], [-3.321, 0.706, 0.599], [-3.342, -0.884, -0.294], [-3.329, 0.794, -1.287]],
  "nbo_charge": [0.022, -0.396, -0.500, -0.381, -0.186, 0.044, -0.192, 0.056, -0.671, 0.203, 0.215, 0.236, 0.245, 0.191, 0.220, 0.195, 0.221, 0.237, 0.241]
}



Last place for stability: a



a | {
  "formula": "C4HNO2",
  "method": "the ωB97M-V functional and the def2-TZVPD basis",
  "spin_multiplicity": 1,
  "homo_lumo_gap_ev": [8.625, 7.434],
  "species": ["C", "C", "C", "C", "N", "O", "O", "H"],
  "coordinates": [[1.099, 0.056, -0.026], [0.434, 1.158, 0.105], [-1.426, 0.571, 0.137], [-1.028, -0.647, -0.246], [0.293, -1.156, -0.409], [-0.759, 1.824, -0.051], [-0.717, -1.813, 0.355], [2.103, 0.006, 0.136]],
  "nbo_charge": [-0.249, 0.412, 0.250, 0.206, -0.142, -0.430, -0.282, 0.235]
}



b | {
  "formula": "C4HNO2",
  "method": "the ωB97M-V functional and the def2-TZVPD basis",
  "spin_multiplicity": 1,
  "homo_lumo_gap_ev": 10.417,
  "species": ["N", "C", "C", "C", "C", "O", "O", "H"],
  "coordinates": [[-3.725, -0.007, 0.037], [-2.568, -0.307, -0.109], [-1.083, -0.301, -0.104], [0.140, -0.567, -0.026], [1.590, -0.310, -0.095], [2.363, -1.188, 0.022], [2.001, 1.075, -0.080], [1.282, 1.604, 0.354]],
  "nbo_charge": [-0.213, 0.216, -0.046, -0.030, 0.724, -0.464, -0.681, 0.493]
}



c | {
  "formula": "C4HNO2",
  "method": "the ωB97M-V functional and the def2-TZVPD basis",
  "spin_multiplicity": 1,
  "homo_lumo_gap_ev": 10.086,
  "species": ["C", "C", "C", "O", "N", "C", "O", "H"],
  "coordinates": [[-0.303, -0.081, -0.017], [0.890, -0.565, 0.103], [2.269, -0.926, 0.050], [2.687, -2.033, -0.038], [3.097, 0.197, 0.193], [4.227, 0.596, 0.075], [5.193, 1.190, -0.110], [-1.310, -0.169, 0.245]],
  "nbo_charge": [-0.122, -0.093, 0.603, -0.471, -0.613, 0.919, -0.460, 0.237]
}



Last place for stability: a



a | {
  "formula": "C12H12N4O4S",
  "method": "the ωB97M-V functional and the def2-TZVPD basis",
  "spin_multiplicity": 1,
  "homo_lumo_gap_ev": 7.471,
  "species": ["C", "C", "C", "N", "N", "C", "N", "C", "O", "C", "O", "C", "C", "C", "C", "C", "C", "N", "O", "O", "S", "H", "H", "H", "H", "H", "H", "H", "H", "H", "H", "H", "H"],
  "coordinates": [[2.565, -0.437, -3.256], [3.025, -0.858, -2.113], [1.993, -1.328, -1.125], [2.166, -1.301, 0.221], [0.773, -1.520, 0.668], [-0.173, -1.834, -0.123], [-1.406, -2.167, 0.468], [-2.666, -1.809, 0.110], [-3.671, -2.121, 0.442], [-2.502, -0.140, -0.692], [-1.442, 0.355, -0.422], [-1.211, 1.047, 0.681], [-1.918, 0.789, 1.902], [-1.645, 1.530, 3.173], [-0.461, 2.107, 3.307], [0.160, 2.228, 2.213], [0.079, 1.575, 1.023], [0.990, 1.886, -0.169], [2.060, 2.354, 0.168], [0.786, 1.164, -1.126], [0.196, -1.876, -1.768], [1.914, 0.557, -3.009], [1.736, -1.074, -3.853], [3.390, -0.097, -3.935], [3.705, -0.384, -1.631], [3.469, -2.071, -2.266], [-1.396, -2.957, 1.213], [-2.618, -0.729, -1.757], [-3.338, 0.158, -0.470], [-2.869, 0.459, 1.792], [-2.509, 1.320, 3.938], [-0.532, 2.548, 4.013], [1.351, 2.627, 2.384]],
  "nbo_charge": [-0.617, -0.458, 0.249, -0.276, -0.317, 0.160, -0.677, 0.691, -0.546, -0.100, -0.444, 0.318, -0.290, -0.091, -0.276, -0.131, -0.001, 0.534, -0.356, -0.374, 0.269, 0.237, 0.220, 0.233, 0.238, 0.192, 0.422, 0.176, 0.157, 0.204, 0.226, 0.188, 0.239]
}



b | {
  "formula": "C12H12N4O4S",
  "method": "the ωB97M-V functional and the def2-TZVPD basis",
  "spin_multiplicity": 1,
  "homo_lumo_gap_ev": 8.954,
  "species": ["C", "C", "C", "N", "N", "C", "N", "C", "O", "C", "O", "C", "C", "C", "C", "N", "O", "O", "C", "C", "S", "H", "H", "H", "H", "H", "H", "H", "H", "H", "H", "H", "H"],
  "coordinates": [[1.801, 4.260, 0.020], [1.286, 3.042, -0.736], [1.948, 1.797, -0.283], [2.861, 1.714, 0.607], [3.293, 0.489, 0.856], [2.704, -0.425, 0.164], [3.082, -1.739, 0.249], [2.411, -2.905, -0.003], [2.977, -3.966, 0.061], [0.932, -2.785, -0.356], [0.322, -1.926, 0.585], [-0.949, -1.513, 0.387], [-1.782, -1.960, -0.639], [-3.059, -1.450, -0.755], [-3.509, -0.494, 0.147], [-4.835, 0.040, 0.013], [-5.185, 0.886, 0.810], [-5.525, -0.383, -0.891], [-2.686, -0.047, 1.179], [-1.415, -0.555, 1.297], [1.506, 0.222, -0.954], [2.871, 4.371, -0.129], [1.299, 5.157, -0.334], [1.618, 4.148, 1.085], [0.206, 2.935, -0.596], [1.461, 3.161, -1.810], [4.005, -1.868, 0.653], [0.838, -2.390, -1.378], [0.500, -3.792, -0.317], [-1.446, -2.704, -1.343], [-3.719, -1.783, -1.541], [-3.060, 0.694, 1.868], [-0.752, -0.230, 2.082]],
  "nbo_charge": [-0.594, -0.455, 0.088, -0.260, -0.294, 0.227, -0.625, 0.670, -0.554, -0.175, -0.492, 0.341, -0.304, -0.172, 0.044, 0.517, -0.380, -0.382, -0.181, -0.250, 0.298, 0.220, 0.212, 0.219, 0.225, 0.225, 0.436, 0.203, 0.223, 0.227, 0.252, 0.253, 0.237]
}



Last place for stability: a



a | {
  "formula": "C3H4O2S2",
  "method": "the ωB97M-V functional and the def2-TZVPD basis",
  "spin_multiplicity": 1,
  "homo_lumo_gap_ev": 9.307,
  "species": ["C", "C", "S", "S", "H", "H", "H", "H", "O", "C", "O"],
  "coordinates": [[0.256, 0.232, 1.285], [-0.266, 0.532, 0.096], [-0.168, 2.273, -0.420], [-1.147, -0.581, -1.008], [0.380, -0.794, 1.601], [1.031, 0.991, 1.742], [-1.340, 2.375, -1.138], [-1.541, -1.429, -0.051], [3.746, 1.291, 1.178], [3.254, 0.854, 0.279], [2.727, 0.425, -0.634]],
  "nbo_charge": [-0.470, -0.275, 0.000, 0.038, 0.213, 0.211, 0.149, 0.133, -0.504, 1.016, -0.511]
}



b | {
  "formula": "C3H4O2S2",
  "method": "the ωB97M-V functional and the def2-TZVPD basis",
  "spin_multiplicity": 1,
  "homo_lumo_gap_ev": 9.489,
  "species": ["O", "S", "S", "C", "C", "C", "O", "H", "H", "H", "H"],
  "coordinates": [[0.424, 0.686, 2.488], [0.615, 0.948, 1.104], [1.517, 2.575, 0.656], [1.125, -0.803, -0.066], [0.060, -0.998, -0.800], [-1.164, -0.149, -0.522], [-0.940, 0.827, 0.466], [2.101, -0.954, 0.126], [-0.222, -1.768, -1.475], [-1.344, 0.408, -1.541], [-2.172, -0.772, -0.436]],
  "nbo_charge": [-0.892, 1.634, -0.372, -0.237, -0.233, -0.095, -0.690, 0.225, 0.239, 0.198, 0.223]
}



c | {
  "formula": "C3H4O2S2",
  "method": "the ωB97M-V functional and the def2-TZVPD basis",
  "spin_multiplicity": 1,
  "homo_lumo_gap_ev": 8.957,
  "species": ["O", "C", "S", "C", "C", "O", "S", "H", "H", "H", "H"],
  "coordinates": [[-2.270, -1.342, 0.681], [-2.599, -0.268, 0.296], [-1.470, 0.756, -0.611], [0.026, -0.364, -0.504], [1.269, 0.259, 0.119], [1.231, 1.307, 0.936], [2.702, -0.587, -0.157], [-3.671, 0.194, 0.203], [-0.206, -1.304, 0.010], [0.107, -0.539, -1.538], [0.201, 1.472, 1.210]],
  "nbo_charge": [-0.525, 0.255, 0.148, -0.614, 0.257, -0.631, -0.097, 0.155, 0.299, 0.260, 0.493]
}



Last place for stability: b